Record 1
An isolated molecule of H4NPS3 at a distorted geometry, computed with the ωB97M-V functional and the def2-TZVPD basis.

```
! RIJCOSX wB97M-V def2-TZVPD def2/J DEFGRID3
* xyz 0 1
N -0.246 0.848 -1.194
P 0.178 -0.116 -0.084
S 1.536 0.650 1.328
S 0.806 -1.945 -0.793
S -1.499 -0.684 1.176
H -0.110 0.553 -2.168
H 0.853 1.718 1.479
H -0.061 -1.559 -1.722
H -1.459 0.535 1.977
*
```

As for the SMILES: N=P(S)(S)S. Its relative energy (zero: lowest compared OMol25 entry of this formula, charge and spin) is 2.4 kJ/mol. The total energy is -43349.3905 eV. As for the frontier orbital gap: 9.27 eV.

Atom charges from the natural (NBO) analysis, given in e for atoms 1 to 8:
1. N -1.32
2. P 1.27
3. S -0.25
4. S -0.24
5. S -0.32
6. H 0.39
7. H 0.14
8. H 0.16

---

Record 2
A structure of composition C29H29F4GaN7SSb at a distorted geometry, computed with the ωB97M-V functional and the def2-TZVPD basis.

```
! RIJCOSX wB97M-V def2-TZVPD def2/J DEFGRID3
* xyz 2 1
Ga 0.662 0.780 1.772
C 1.223 -0.138 4.695
N 1.789 0.727 3.596
C 3.228 0.378 3.423
C 1.771 2.157 4.015
C 1.639 3.105 2.837
N 0.862 2.575 1.757
C 0.445 3.363 0.659
C 0.891 3.035 -0.680
F 2.066 2.360 -0.796
C 0.287 3.484 -1.821
F 0.733 2.895 -2.973
C -0.696 4.505 -1.772
C -1.168 4.833 -0.499
F -2.175 5.737 -0.447
C -0.628 4.275 0.700
F -1.258 4.501 1.872
H 1.502 0.235 5.640
H 0.138 -0.152 4.644
H 1.607 -1.176 4.506
H 3.812 0.579 4.354
H 3.456 -0.671 3.197
H 3.593 0.998 2.594
H 0.934 2.247 4.761
H 2.618 2.272 4.720
H 1.237 4.080 3.157
H 2.663 3.440 2.477
H -1.215 4.836 -2.683
N -3.733 -1.301 4.066
N -2.862 -0.355 3.491
N -2.835 1.050 3.900
C -1.806 1.450 3.240
N -1.239 0.519 2.437
N -1.905 -0.617 2.598
H -4.202 -0.920 4.874
H -3.293 -2.215 4.261
H -1.450 2.449 3.279
S 1.091 -1.130 0.841
Sb 0.263 -1.090 -1.477
C 2.018 -1.000 -2.892
C 2.054 -0.239 -4.068
C 3.127 -0.328 -4.969
C 4.115 -1.304 -4.707
C 4.018 -2.086 -3.545
C 3.007 -1.943 -2.602
C -0.172 -3.195 -1.400
C -0.932 -3.633 -0.321
C -1.494 -4.918 -0.358
C -1.112 -5.857 -1.297
C -0.090 -5.445 -2.195
C 0.309 -4.140 -2.278
C -1.824 -0.393 -2.085
C -1.926 0.581 -3.068
C -3.220 1.033 -3.475
C -4.349 0.559 -2.779
C -4.255 -0.418 -1.842
C -2.964 -0.902 -1.441
H 1.359 0.575 -4.184
H 3.179 0.316 -5.835
H 5.049 -1.401 -5.332
H 4.769 -2.861 -3.488
H 3.028 -2.440 -1.576
H -1.219 -2.932 0.453
H -2.281 -5.189 0.401
H -1.523 -6.834 -1.404
H 0.284 -6.168 -2.880
H 0.795 -3.787 -3.241
H -1.060 1.015 -3.572
H -3.306 1.719 -4.317
H -5.322 0.908 -2.990
H -5.142 -0.710 -1.248
H -2.968 -1.682 -0.682
*
```

Its relative energy (zero: lowest compared OMol25 entry of this formula, charge and spin) is 215.0 kJ/mol. The total energy is -121574.4403 eV. As for the frontier orbital gap: 7.39 eV.

Atom charges from the Löwdin analysis, given in e for atoms 1 to 8:
1. Ga 0.16
2. C -0.03
3. N -0.31
4. C -0.06
5. C -0.16
6. C -0.20
7. N -0.10
8. C -0.12